Density functional theory data (wB97M-V/def2-TZVPD) for C13H18Cl3N3O4PbS4 as an isolated structure.

Geometry (Å):
Pb 1.472 -0.446 -2.457
Cl -3.572 -3.000 -0.945
C 1.169 -2.134 0.190
Cl 1.558 -1.055 1.338
H 2.020 -2.300 -0.451
H 0.594 -2.924 0.641
S -3.962 -1.661 -2.453
S -3.325 -2.511 -4.140
S -1.322 -1.944 -4.299
S -0.272 -3.652 -3.944
O 0.471 1.483 -3.183
N -0.579 1.889 -2.580
N -0.992 1.137 -1.649
O -0.408 0.001 -1.318
C -2.163 1.517 -0.901
C -2.773 2.742 -1.132
C -3.905 3.063 -0.403
C -4.413 2.180 0.542
C -3.780 0.967 0.764
C -2.644 0.626 0.043
H -2.369 3.423 -1.865
H -4.391 4.014 -0.573
H -5.297 2.442 1.108
H -4.166 0.276 1.502
H -2.136 -0.313 0.203
O 3.573 2.271 -0.076
C 3.245 1.125 0.092
O 2.533 0.412 -0.764
C 3.752 0.319 1.314
N 3.087 -0.970 1.595
C 0.577 -1.288 2.653
C 2.668 1.834 3.068
C 3.953 1.220 2.531
H 4.743 -0.020 0.990
H -0.435 -0.983 2.433
H 1.366 0.160 0.767
H 1.961 1.071 3.393
H 1.122 -0.817 3.458
H 2.877 2.472 3.926
H 2.185 2.451 2.308
H 4.448 0.629 3.304
H 4.639 2.013 2.233
Cl 0.745 -5.045 -1.632
C -0.377 -3.773 -2.137
H -0.091 -2.841 -1.650
H -1.384 -4.061 -1.843

As for the HOMO energy: -8.39 eV. The value obtained for the frontier orbital gap is 7.73 eV.